[1]
A cluster of 3 separate species, C16H37B3NO6P in total. Source: the OMol25 dataset; level of theory: the ωB97M-V functional and the def2-TZVPD basis.

As for the multiplicity: 1. The highest occupied orbital energy is -8.322 eV. As for the SMILES: CCCB1OB(CCCCN)OB(P(C)O)O1.C1CCOC1.C1CCOC1. The frontier orbital gap is 8.90 eV. As for the charge: 0.

Atoms and positions in Å:
C: -1.5332 0.2503 -2.6711
C: -0.6728 0.2846 -3.9252
C: 0.8051 0.7214 -3.7315
B: 1.3043 0.8618 -2.2623
O: 1.1930 -0.1381 -1.3074
B: 1.0358 0.2439 0.0080
C: 0.1741 -0.5482 1.0289
C: 1.0616 -1.3207 2.0482
C: 0.7457 -2.8202 2.1760
C: 1.9494 -3.6918 1.8534
N: 1.7030 -5.0848 2.2458
O: 1.6990 1.4050 0.4193
B: 1.6260 2.3963 -0.5367
P: 1.1993 4.2159 -0.0997
C: -0.3309 3.9968 0.8868
O: 0.5131 4.7545 -1.5167
O: 1.8731 2.0666 -1.8541
H: -2.5587 -0.0038 -2.9387
H: -1.5718 1.2327 -2.1963
H: -1.1984 -0.4984 -1.9563
H: -0.7235 -0.6692 -4.4476
H: -1.1274 1.0165 -4.5919
H: 1.4639 0.0182 -4.2486
H: 0.9610 1.6860 -4.2115
H: -0.5048 -1.2428 0.5371
H: -0.4564 0.1490 1.5833
H: 0.9606 -0.8586 3.0274
H: 2.1164 -1.2215 1.7824
H: -0.0495 -3.0931 1.4777
H: 0.3814 -3.0666 3.1741
H: 2.1644 -3.5914 0.7849
H: 2.8089 -3.3309 2.4200
H: 0.7591 -5.3411 1.9842
H: 2.3175 -5.7068 1.7386
H: -0.3163 4.6913 1.7213
H: -0.4320 2.9793 1.2571
H: -1.1914 4.2271 0.2615
H: 1.1714 5.2197 -2.0313
C: -3.4409 4.6826 -6.1882
C: -2.5656 5.3293 -5.1150
C: -2.6298 4.2929 -4.0004
O: -2.7737 3.0248 -4.6470
C: -3.0805 3.2110 -6.0285
H: -3.2493 5.0543 -7.1936
H: -4.4968 4.8416 -5.9604
H: -1.5405 5.4332 -5.4768
H: -2.9151 6.3099 -4.7960
H: -3.4982 4.4605 -3.3538
H: -1.7330 4.2738 -3.3796
H: -2.1995 2.9533 -6.6273
H: -3.8925 2.5368 -6.3030
C: 2.4521 -4.3868 6.5965
C: 1.3733 -5.4214 6.2800
C: 0.1126 -4.5674 6.3080
O: 0.5034 -3.2641 5.8715
C: 1.9282 -3.1691 5.8482
H: 3.4479 -4.6813 6.2691
H: 2.4885 -4.1882 7.6699
H: 1.5295 -5.8291 5.2794
H: 1.3357 -6.2472 6.9892
H: -0.2992 -4.4939 7.3206
H: -0.6684 -4.9394 5.6436
H: 2.2630 -3.1817 4.8046
H: 2.2288 -2.2230 6.3002

Mulliken atomic charge list, values in e, 5 entries:
1 C -1.142
2 C 0.119
3 C -0.632
4 B 0.184
5 O -0.243



[2]
A cluster of 5 separate species, C16H37Cl6N3O5 in total at a distorted geometry. Source: the OMol25 dataset; level of theory: the ωB97M-V functional and the def2-TZVPD basis.

As for the multiplicity: 2. The highest occupied orbital energy (spin up / spin down) is 0.246 / -6.690 eV. The frontier orbital gap (spin up / spin down) is 2.22 / 9.07 eV. As for the charge: -1.

Atoms and positions in Å:
O: 28.5641 6.3452 -25.1977
C: 28.3905 7.5452 -25.4603
N: 27.7114 8.3103 -24.6587
C: 29.1454 8.2296 -26.5350
H: 27.0361 7.8907 -24.0359
H: 27.5328 9.2951 -24.7943
H: 28.5430 8.9695 -27.0621
H: 29.4980 7.6315 -27.3752
H: 29.9909 8.7879 -26.1332
C: 24.1244 6.3349 -18.1921
Cl: 23.1209 6.8762 -19.6297
Cl: 24.5169 4.6051 -18.4829
Cl: 23.2197 6.4334 -16.6977
H: 24.9942 6.9913 -18.1667
C: 27.1575 8.4981 -20.9606
Cl: 25.7698 9.1617 -21.8334
Cl: 28.5866 9.5873 -20.9556
Cl: 27.6499 6.9461 -21.6752
H: 26.7190 8.2685 -19.9894
C: 25.2826 10.9231 -18.7335
O: 25.5258 9.7919 -17.9454
C: 26.2021 9.9873 -16.7327
C: 26.6183 8.6498 -16.0152
N: 27.4002 7.8131 -16.9281
C: 27.6249 6.5449 -16.2301
C: 28.5483 5.5966 -16.9906
O: 29.9049 6.0176 -16.9328
C: 30.7716 4.8935 -17.2312
H: 24.5628 10.6414 -19.5019
H: 26.1135 11.4976 -19.1430
H: 24.6307 11.6771 -18.2924
H: 25.5099 10.5695 -16.1245
H: 27.0205 10.6723 -16.9546
H: 25.7708 8.0460 -15.6909
H: 27.0966 8.8565 -15.0579
H: 28.1458 8.2726 -17.4311
H: 26.6467 6.0644 -16.2075
H: 27.8745 6.7065 -15.1814
H: 28.3397 5.3346 -18.0279
H: 28.3769 4.6564 -16.4665
H: 30.5744 3.9564 -16.7104
H: 31.8196 5.1287 -17.0453
H: 30.7301 4.6828 -18.2998
C: 30.8164 6.6661 -23.0862
O: 32.0270 6.7736 -22.2588
C: 31.7264 6.7687 -20.8611
C: 32.9113 6.8107 -19.9197
N: 33.3807 8.1757 -19.7350
C: 33.8814 8.7544 -20.9384
C: 34.3471 10.1843 -20.6063
O: 33.3229 11.1528 -20.1528
C: 33.9873 12.2598 -19.5663
H: 30.3996 5.6607 -23.1462
H: 30.9267 6.9843 -24.1229
H: 30.0067 7.2278 -22.6203
H: 31.2008 5.8685 -20.5423
H: 30.9477 7.4762 -20.5761
H: 33.6810 6.0922 -20.2017
H: 32.5405 6.5062 -18.9410
H: 34.0841 8.2533 -19.0144
H: 33.1528 8.8206 -21.7464
H: 34.7591 8.2462 -21.3379
H: 35.0164 10.6330 -21.3403
H: 34.9732 10.0380 -19.7261
H: 34.4865 11.9921 -18.6351
H: 33.3178 13.0834 -19.3182
H: 34.7518 12.5185 -20.2988

Mulliken atomic charge list, values in e, 5 entries:
1 O -0.648
2 C 0.729
3 N -0.187
4 C -1.289
5 H 0.201



[3]
A structure of composition C16H37HgNO7S at a distorted geometry. Source: the OMol25 dataset; level of theory: the ωB97M-V functional and the def2-TZVPD basis.

As for the multiplicity: 1. The highest occupied orbital energy is -7.222 eV. The frontier orbital gap is 7.38 eV. As for the charge: 0.

Atoms and positions in Å:
Hg: -0.4985 -0.2991 0.0525
C: -1.8771 0.6866 -3.8801
C: -1.3363 0.2811 -2.5144
O: -0.7881 -0.8242 -2.3467
O: -1.5343 1.0726 -1.5369
H: -1.6352 1.7471 -3.9792
H: -2.9562 0.5916 -3.9391
H: -1.2896 0.1228 -4.6011
C: -2.8779 -3.9603 0.9657
C: -2.8840 -2.6039 0.2697
C: -4.2940 -2.0447 0.1847
O: -1.9663 -1.7290 0.8419
H: -3.4041 -4.6449 0.2778
H: -3.5425 -4.0748 1.8294
H: -1.9105 -4.4291 1.1322
H: -2.5447 -2.8415 -0.7551
H: -4.8702 -2.2082 1.1035
H: -4.8373 -2.7118 -0.4995
H: -4.3947 -1.0094 -0.1278
C: -3.9837 1.8908 1.3632
C: -2.6831 2.2218 2.0935
C: -2.4598 1.5425 3.4424
O: -1.5874 1.9025 1.2273
H: -3.8123 1.0568 0.6758
H: -4.3093 2.6932 0.7030
H: -4.7436 1.5112 2.0479
H: -2.7033 3.2839 2.3808
H: -3.4707 1.6814 3.8454
H: -1.7269 1.9390 4.1334
H: -2.3868 0.4717 3.2235
H: -1.7359 2.2635 0.3411
C: 3.0713 -0.2384 2.9245
C: 2.2028 -0.4937 1.6566
C: 2.1507 -1.9356 1.1783
O: 1.2830 -1.8647 -0.0014
C: 1.2362 -3.0020 -0.8046
N: 0.8296 -0.0910 2.0326
H: 3.3401 0.8159 2.9538
H: 3.9665 -0.8713 2.9122
H: 2.5986 -0.5228 3.8654
H: 2.6942 0.0866 0.8797
H: 1.4305 -2.5075 1.7838
H: 2.9971 -2.6063 1.0400
H: 2.2444 -3.3008 -1.1157
H: 0.6264 -2.8963 -1.7023
H: 0.7533 -3.8740 -0.3379
H: 0.4263 -0.6249 2.8027
H: 0.9134 0.7880 2.5440
C: 4.7913 2.0485 -1.8664
C: 4.0923 1.1043 -2.8514
C: 2.7232 1.6346 -3.1449
S: 2.1051 2.3293 -1.5363
O: 1.3916 1.3068 -0.7875
O: 1.4678 3.6121 -1.7314
C: 3.7643 2.5573 -0.8642
H: 5.0809 2.8722 -2.5241
H: 5.6039 1.5574 -1.3391
H: 3.9639 0.1657 -2.2950
H: 4.7070 0.9271 -3.7309
H: 1.9466 0.9566 -3.4894
H: 2.7651 2.5300 -3.7708
H: 3.9263 2.3226 0.1877
H: 3.9505 3.6352 -0.8232

Mulliken atomic charge list, values in e, 5 entries:
1 Hg 2.717
2 C -1.280
3 C 0.806
4 O -0.773
5 O -0.748